# 1
20
Properties=species:S:1:pos:R:3:forces:R:3 method="wB97M-V/def2-TZVPD" relative_energy_kj_mol=489.4 total_charge=0 smiles="CO[C@@]1(C)C=NN(C)N1" orbital_gap_ev=8.353 energy_ev=-11876.6989 max_force_ev_per_a=4.10
C 1.033 -0.344 1.496 1.441 0.324 1.707
C 0.778 -0.081 0.063 -2.600 1.592 -0.892
C 1.356 -1.003 -0.953 -0.084 -0.457 -0.012
C -2.461 -0.719 1.977 -2.004 -1.132 -0.761
C 1.019 1.837 -1.517 1.219 0.450 -1.099
N -0.013 -0.620 2.171 -1.974 -0.316 1.176
N -0.951 -0.483 0.113 3.007 1.148 -2.542
N -1.165 -0.730 1.454 2.521 1.424 -0.732
O 1.073 1.322 -0.158 -0.458 -0.233 -1.141
H 2.016 -0.180 2.159 -2.243 -0.413 -2.148
H 1.123 -1.979 -0.573 0.195 -0.679 0.036
H 2.419 -0.868 -1.030 0.683 0.016 0.174
H 0.973 -0.983 -1.965 -0.488 0.461 -0.032
H -3.172 0.147 2.051 1.395 0.319 -0.292
H -3.084 -1.466 1.388 0.774 0.490 0.811
H -2.239 -1.076 2.933 -0.638 -0.684 1.868
H 0.001 2.017 -1.926 0.413 -0.478 0.563
H 1.618 1.231 -2.252 -0.851 -0.040 0.801
H 1.566 2.834 -1.675 -0.810 -1.172 1.305
H -1.472 0.329 -0.313 0.503 -0.623 1.210



# 2
20
Properties=species:S:1:pos:R:3:forces:R:3 method="wB97M-V/def2-TZVPD" relative_energy_kj_mol=490.2 total_charge=0 orbital_gap_ev="8.085 / 8.084" energy_ev=-11876.6901 max_force_ev_per_a=4.30
C -0.923 0.258 -0.055 -0.799 -1.132 0.549
C 0.522 0.484 0.025 -0.173 -0.428 -1.535
C 0.960 1.952 0.023 -0.141 -1.126 3.682
C -3.225 -0.635 0.066 1.041 3.932 1.396
C 2.796 -0.183 0.104 -2.071 0.644 -3.704
N -1.367 -2.021 -0.081 2.937 -1.352 0.165
N -1.719 -0.828 0.088 -0.651 0.859 -1.804
N 1.390 -0.454 -0.138 -1.492 0.319 1.063
O 3.428 -1.389 0.072 2.078 0.231 3.040
H -1.590 1.047 -0.200 -0.285 1.833 0.023
H 0.271 2.717 0.318 -1.041 -0.085 0.835
H 1.181 2.312 -0.896 1.445 0.423 -3.188
H 1.815 2.030 0.728 -0.337 0.284 -0.698
H -3.436 0.183 0.840 -0.144 -1.648 -0.650
H -3.669 -0.226 -0.841 0.855 -0.044 -0.500
H -3.634 -1.577 0.185 -0.934 -1.610 0.901
H 2.829 0.405 0.983 1.160 -0.036 1.258
H 3.094 0.435 -0.796 0.308 -0.086 0.952
H -1.986 -2.701 0.308 -1.102 -0.083 0.117
H 3.263 -1.810 -0.733 -0.653 -0.896 -1.902



# 3
20
Properties=species:S:1:pos:R:3:forces:R:3 method="wB97M-V/def2-TZVPD" relative_energy_kj_mol=246.0 total_charge=0 smiles="C=C(NN)[C@H](N)C(C)=O" orbital_gap_ev=8.740 energy_ev=-11879.2218 max_force_ev_per_a=2.29
C 0.278 -0.151 0.094 -0.701 0.163 -0.224
C 2.610 0.101 1.222 -0.067 0.148 0.243
N -1.462 -0.176 -1.746 0.504 0.476 -0.374
C 1.401 0.788 0.627 -0.016 2.086 -0.197
C -0.904 0.489 -0.651 -0.118 1.383 0.618
N -1.472 -1.565 -1.857 -0.147 -0.552 0.183
N -0.230 -0.974 1.215 0.187 0.086 -0.013
C -1.414 1.679 -0.281 0.274 -0.319 0.345
O 1.378 2.019 0.553 -0.231 -2.273 0.028
H -2.282 0.301 -2.137 0.610 -0.694 0.184
H 0.806 -0.810 -0.607 -0.062 -0.064 0.139
H -1.978 -2.009 -1.090 0.065 0.043 -0.046
H -0.530 -1.958 -1.884 -0.370 0.362 -0.195
H -0.943 -1.594 0.837 0.193 0.002 0.175
H -0.732 -0.350 1.849 0.103 -0.144 -0.159
H 2.313 -0.538 2.056 0.016 -0.175 -0.252
H 3.112 -0.489 0.452 -0.078 -0.150 0.124
H 3.308 0.854 1.602 -0.212 -0.052 -0.204
H -2.238 2.142 -0.815 -0.113 -0.225 0.023
H -1.023 2.242 0.560 0.165 -0.101 -0.400



# 4
21
Properties=species:S:1:pos:R:3:forces:R:3 method="wB97M-V/def2-TZVPD" relative_energy_kj_mol=313.4 total_charge=0 smiles="CC(=O)N(C)/N=N/CCO" orbital_gap_ev=9.740 energy_ev=-13926.4293 max_force_ev_per_a=3.33
O -0.274 0.040 -2.451 0.025 0.265 -0.069
N 0.123 0.354 0.129 1.498 0.762 1.060
N 0.562 0.495 1.322 -0.843 -1.888 -2.615
O -0.776 3.112 0.427 0.077 0.352 0.862
C -0.200 -0.977 -1.807 -0.243 1.167 -0.713
N -0.105 -0.918 -0.411 -0.085 -0.064 1.633
C -0.180 -2.294 -2.562 0.184 -0.514 0.298
C -0.181 -2.116 0.415 0.397 -0.585 0.113
C 0.970 1.886 1.618 -0.260 -0.133 -0.405
C -0.185 2.842 1.703 0.037 0.303 -0.565
H -1.107 2.299 0.019 0.335 0.017 0.238
H 0.818 -2.767 -2.475 -0.583 0.060 0.111
H -0.365 -2.088 -3.625 0.139 0.217 0.513
H -0.965 -2.986 -2.235 0.323 -0.001 0.131
H -0.920 -2.830 0.021 0.191 0.453 -0.034
H 0.792 -2.655 0.444 -0.499 0.418 0.255
H -0.510 -1.843 1.422 0.316 0.027 -0.184
H 1.671 2.268 0.865 -0.122 -0.316 -0.014
H 1.466 1.922 2.590 0.037 -0.511 -0.074
H -0.887 2.508 2.454 -0.587 -0.314 0.045
H 0.253 3.748 2.138 -0.340 0.285 -0.586



# 5
24
Properties=species:S:1:pos:R:3:forces:R:3 method="wB97M-V/def2-TZVPD" relative_energy_kj_mol=131.6 total_charge=+1 orbital_gap_ev=9.160 energy_ev=-37078.6937 max_force_ev_per_a=3.49
C 0.153 -0.408 2.867 -0.751 -0.034 0.773
C 0.871 -1.798 -2.059 -0.080 3.490 -0.095
C 1.115 0.722 -1.859 0.184 -1.091 -1.076
C -0.515 -1.185 3.874 -0.123 -1.654 0.446
C -1.435 0.859 -2.023 0.846 -2.776 -0.324
N 0.912 -1.366 -0.874 -0.277 -3.053 1.079
N 1.097 -0.089 -0.654 -0.466 2.009 -1.206
N -0.096 -0.636 1.605 1.556 2.141 -1.522
N -0.170 1.643 -1.953 1.239 -1.111 -0.168
O 0.935 0.571 3.073 -1.344 -0.880 0.335
O 0.502 1.906 0.809 -0.528 0.376 -0.120
S 0.914 -0.462 -3.233 1.237 0.159 -0.175
S 1.122 0.636 1.096 1.018 -1.737 -1.785
H 0.668 -2.693 -2.523 -0.281 -2.378 0.091
H 2.091 1.234 -1.988 -1.180 0.724 0.158
H -0.010 -0.991 4.751 1.623 -0.455 2.154
H -1.417 -0.779 4.179 -2.213 1.477 -0.142
H -0.807 -2.242 3.733 0.938 0.446 -0.404
H -1.558 -0.009 -1.248 0.845 1.849 -1.219
H -2.133 1.610 -1.775 -1.604 0.384 -0.506
H -1.358 0.337 -3.069 -1.061 1.397 1.992
H -0.616 -1.356 1.123 0.306 -0.038 0.108
H -0.053 2.177 -1.133 -0.438 0.977 1.887
H -0.211 2.318 -2.718 0.556 -0.223 -0.283



# 6
23
Properties=species:S:1:pos:R:3:forces:R:3 method="wB97M-V/def2-TZVPD" relative_energy_kj_mol=252.7 total_charge=+1 orbital_gap_ev=10.379 energy_ev=-17455.5015 max_force_ev_per_a=3.66
C 1.714 -1.152 -0.360 -0.847 3.082 0.330
C -0.348 1.599 0.445 -1.178 1.123 0.105
C -2.066 -0.963 0.617 -0.232 -0.282 1.339
C 2.920 -0.659 -1.082 -0.516 -1.714 1.581
C -0.013 3.040 0.606 1.422 -1.192 -2.323
N -2.331 -1.166 -0.498 -0.735 0.468 0.137
N -1.736 -1.181 1.831 2.247 0.207 2.887
N 0.741 -0.465 0.138 -1.690 -2.277 1.105
N -2.780 -0.617 -1.609 -0.148 -3.232 -0.727
O 1.731 -2.427 -0.100 -1.679 -2.764 0.527
O -1.481 1.212 0.579 -0.174 -1.131 -0.398
O 0.775 0.903 0.214 1.458 0.735 -1.154
H 3.290 -1.527 -1.557 0.503 -0.842 -0.968
H 3.616 -0.547 -0.263 0.608 1.054 -0.073
H 2.750 0.102 -1.786 -0.021 1.297 -0.321
H -0.684 3.616 1.170 -1.128 0.560 0.307
H 0.280 3.423 -0.411 -0.437 0.049 1.112
H 0.871 2.861 1.132 1.891 1.041 1.052
H -0.655 -1.080 1.964 -2.445 -0.135 -0.159
H -2.333 -1.097 2.732 1.012 -0.165 -2.579
H 0.891 -2.828 0.337 1.947 1.502 -0.945
H -2.573 -1.363 -2.274 -0.575 1.180 -0.832
H -2.579 0.318 -1.828 0.716 1.436 -0.002



# 7
24
Properties=species:S:1:pos:R:3:forces:R:3 method="wB97M-V/def2-TZVPD" relative_energy_kj_mol=13.1 total_charge=+1 smiles=CN1[C@@H]2NSS[C@H]2[NH2+][C@H]2SSN[C@@H]21 orbital_gap_ev=8.514 energy_ev=-54655.6990 max_force_ev_per_a=3.22
C -1.126 -0.006 -0.415 -0.228 0.642 -2.190
C 0.785 -0.578 0.706 -0.645 -2.019 -0.695
C -0.300 0.757 -1.543 -0.967 -0.116 0.387
C 1.663 0.068 -0.356 0.873 -1.972 -1.833
C -1.217 -0.219 2.015 0.366 1.320 -0.214
N -2.494 0.534 -0.398 -0.071 -0.007 -0.373
N 1.662 -0.614 1.804 -0.416 -0.802 1.686
N -0.472 0.183 0.848 1.740 -1.797 -1.284
N 1.063 0.134 -1.755 -2.169 -1.915 1.421
S -1.493 0.757 -2.946 1.162 0.380 -0.365
S 3.364 -0.641 -0.309 -0.139 0.707 -1.353
S -2.677 1.779 -1.663 -0.589 -1.458 1.335
S 3.019 -1.539 1.520 -0.561 -0.242 0.625
H -1.140 -1.010 -0.954 -0.102 0.060 1.645
H 0.611 -1.716 0.533 -0.033 1.641 -0.515
H -0.090 1.753 -1.161 -0.111 0.276 -0.378
H 1.720 1.074 -0.178 0.343 2.563 1.086
H -0.486 -0.056 2.750 0.574 -0.474 1.693
H -1.869 0.607 2.141 -1.413 0.151 0.392
H -1.659 -1.197 2.055 -0.216 -0.529 -0.195
H -3.189 -0.250 -0.384 0.661 1.290 -0.547
H 1.760 0.245 2.273 0.574 1.260 0.689
H 1.007 -0.773 -2.217 -0.064 -0.353 0.176
H 1.559 0.709 -2.364 1.432 1.394 -1.191



# 8
24
Properties=species:S:1:pos:R:3:forces:R:3 method="wB97M-V/def2-TZVPD" relative_energy_kj_mol=27.7 total_charge=+1 orbital_gap_ev=9.888 energy_ev=-18392.5831 max_force_ev_per_a=4.42
C 2.680 -0.220 0.705 0.573 0.751 -0.690
C -1.356 1.021 0.157 -0.584 0.482 0.838
C 1.353 -0.139 -1.223 -2.265 -0.730 0.562
C 0.479 0.342 0.073 0.857 -2.983 -2.978
C 0.523 2.906 0.024 -2.514 0.434 -0.631
N 2.585 -0.220 -0.853 0.396 0.337 2.230
N 1.454 0.141 1.100 -2.331 0.408 -0.950
N -0.871 -0.280 0.088 1.885 0.198 -0.509
N -0.131 1.578 -0.137 2.490 2.275 0.067
N 0.776 -0.515 -2.358 -0.015 0.735 1.423
N -2.210 -2.265 1.385 0.622 -3.946 -1.880
O 3.635 -0.452 1.353 0.390 -0.175 -0.658
O -2.370 1.508 0.489 -1.680 0.434 0.000
H 0.576 3.289 1.010 0.057 -0.374 1.573
H 1.527 2.986 -0.362 0.018 -0.371 -0.746
H -0.200 3.641 -0.402 0.923 -0.506 -0.392
H 3.368 -0.139 -1.448 1.220 -0.525 -0.487
H 1.136 0.463 1.987 0.771 -0.195 1.008
H -1.178 -1.098 0.632 -0.123 -0.279 0.392
H -0.252 -0.633 -2.232 0.976 0.211 -0.766
H 1.321 -0.800 -3.180 -0.715 0.081 0.517
H -2.809 -1.591 1.721 -2.067 1.820 0.596
H -2.171 -2.964 2.136 0.336 0.326 -0.264
H -2.679 -2.825 0.582 0.780 1.591 1.746